1.
C6H18FNaO3S3 | ωB97M-V/def2-TZVPD

Positions of all 32 atoms, in Å:
1 Na -1.95182 2.76760 -0.87594
2 F -1.10518 0.52585 -1.33168
3 C 0.62534 -2.23583 -1.45699
4 S 2.22156 -1.37072 -1.36112
5 O 3.12504 -1.72674 -2.51432
6 C 2.84728 -2.32871 0.06545
7 H 0.13851 -2.09575 -0.49414
8 H 0.66498 -3.30876 -1.63986
9 H 0.08569 -1.68716 -2.22688
10 H 3.08436 -3.36434 -0.17395
11 H 2.00407 -2.31347 0.76320
12 H 3.70168 -1.91517 0.59937
13 C 1.35260 3.34569 -1.39196
14 S 1.10167 3.20197 0.41074
15 O -0.39477 3.50374 0.49050
16 C 1.44457 1.40055 0.45834
17 H 2.39459 3.33166 -1.71335
18 H 0.95407 4.30763 -1.71438
19 H 0.79755 2.53665 -1.87125
20 H 2.53334 1.39173 0.49616
21 H 1.09458 0.95586 -0.46704
22 H 0.92015 1.03597 1.33625
23 C -1.63298 -1.37520 1.25677
24 S -2.99837 -1.04149 2.39155
25 O -4.07493 -2.04509 2.23278
26 C -3.60583 0.42849 1.53890
27 H -0.86187 -0.63328 1.44577
28 H -2.04920 -1.25541 0.25616
29 H -1.29961 -2.39277 1.44430
30 H -4.42998 0.89007 2.07902
31 H -3.96095 0.38398 0.50448
32 H -2.72611 1.08244 1.46310

orbital gap = 8.00 eV
energy above the lowest of the compared OMol25 structures with the same formula, charge and spin = 98.4 kJ/mol
E_HOMO = -8.694 eV
DFT total energy = -52294.1967 eV

2.
C3H8O2 | ωB97M-V/def2-TZVPD

Positions of all 13 atoms, in Å:
1 O 1.01984 -1.69368 0.53264
2 C -0.12594 -1.38260 0.29737
3 C -0.50637 -0.37284 -0.76202
4 C 0.36990 0.92090 -0.72432
5 O 1.22051 1.03248 0.39281
6 H -0.95361 -1.85102 0.86434
7 H -0.37687 -0.87971 -1.72784
8 H -1.57562 -0.14675 -0.68274
9 H 0.96254 1.00045 -1.64411
10 H -0.29333 1.78979 -0.67769
11 H 1.79659 0.25414 0.38387
12 H -0.42888 0.76031 1.75624
13 H -1.10876 0.56852 1.99146

orbital gap = 11.06 eV
energy above the lowest of the compared OMol25 structures with the same formula, charge and spin = 198.0 kJ/mol
structure (SMILES) = O=CCCO.[H][H]
E_HOMO = -10.091 eV
DFT total energy = -7333.9980 eV

3.
C5H5NO | ωB97M-V/def2-TZVPD

Positions of all 12 atoms, in Å:
1 C 1.58562 1.39979 1.48160
2 C 0.58906 0.88548 1.05675
3 C -0.60466 0.23768 0.75875
4 C -0.80282 0.64270 -0.70010
5 N -0.18909 0.01145 -1.69673
6 O -0.02106 -1.37451 -1.15128
7 C -0.39251 -1.27587 0.24756
8 H 2.53660 1.55505 1.94271
9 H -1.46367 0.00685 1.54416
10 H -0.93476 1.59542 -0.93580
11 H 0.41271 -1.66781 0.88584
12 H -1.30696 -1.91224 0.58307

orbital gap = 10.30 eV
energy above the lowest of the compared OMol25 structures with the same formula, charge and spin = 565.8 kJ/mol
structure (SMILES) = C#C[C@H]1C=NOC1
E_HOMO = -9.732 eV
DFT total energy = -8797.5551 eV

4.
C17H23N3O3S2 | ωB97M-V/def2-TZVPD

Positions of all 48 atoms, in Å:
1 C -7.22547 -0.11072 1.25364
2 C -6.08223 -0.05740 0.24805
3 C -5.19170 -1.29322 0.34878
4 C -4.05226 -1.27966 -0.67392
5 C -3.28233 -2.60616 -0.66777
6 C -3.08182 -0.19324 -0.37645
7 N -2.85983 0.31013 0.77902
8 N -1.89832 1.21896 0.81321
9 C -1.33984 1.42649 -0.33028
10 N -0.30580 2.29389 -0.56600
11 C 0.82591 2.48270 0.18941
12 O 1.72432 3.17059 -0.23053
13 C 0.88185 1.78308 1.53509
14 C 1.83907 0.60702 1.42348
15 S 1.21019 -0.58555 0.18986
16 O -0.05156 -1.11718 0.63319
17 O 1.22089 0.02841 -1.11073
18 C 2.43663 -1.95200 0.20507
19 C 3.79746 -1.37003 0.07497
20 C 4.18364 -0.77648 -1.12279
21 C 5.42515 -0.17783 -1.23642
22 C 6.29733 -0.17169 -0.16007
23 C 5.92213 -0.76463 1.03339
24 C 4.67669 -1.35600 1.15252
25 S -2.03447 0.47011 -1.62599
26 H -6.83453 -0.16121 2.26687
27 H -7.84711 -0.98704 1.08123
28 H -7.85061 0.77506 1.17006
29 H -5.47951 0.83277 0.43303
30 H -6.49088 0.01609 -0.76321
31 H -4.76113 -1.34777 1.34860
32 H -5.79660 -2.18748 0.18306
33 H -4.46318 -1.11465 -1.67657
34 H -2.49948 -2.59429 -1.42292
35 H -2.81653 -2.75720 0.30273
36 H -3.95759 -3.43305 -0.87410
37 H -0.20284 2.60685 -1.52497
38 H -0.10780 1.44252 1.83821
39 H 1.26712 2.49539 2.26806
40 H 1.92137 0.06343 2.36010
41 H 2.81569 0.91989 1.06273
42 H 2.16085 -2.57927 -0.63966
43 H 2.27972 -2.48594 1.13776
44 H 3.49577 -0.77019 -1.95360
45 H 5.71285 0.28600 -2.16751
46 H 7.26691 0.29404 -0.25089
47 H 6.59850 -0.76463 1.87509
48 H 4.38649 -1.81734 2.08597

orbital gap = 9.41 eV
energy above the lowest of the compared OMol25 structures with the same formula, charge and spin = 62.5 kJ/mol
structure (SMILES) = CCC[C@H](C)c1nnc(NC(=O)CCS(=O)(=O)Cc2ccccc2)s1
E_HOMO = -8.893 eV
DFT total energy = -50285.4099 eV

5.
C24H63F2N4O16S2 | ωB97M-V/def2-TZVPD

Positions of all 111 atoms, in Å:
1 N -0.15420 2.83648 0.14494
2 S 1.23392 3.26845 0.64231
3 O 1.75921 4.55094 0.18801
4 O 2.23959 2.25650 0.96064
5 F 0.74613 3.72665 2.13345
6 S 0.27436 2.85303 -1.52362
7 O 1.46048 2.12323 -1.93912
8 O -0.01361 4.12676 -2.15732
9 F -0.94481 2.01220 -2.11502
10 C 5.10772 1.81042 -5.46135
11 O 4.19281 1.07616 -4.64663
12 C 3.41213 0.12285 -5.24647
13 C 2.86524 -0.73773 -4.10929
14 N 2.07347 -1.83442 -4.55377
15 C 0.85232 -1.55866 -5.30931
16 C -0.06739 -2.84375 -5.31876
17 O -0.46244 -3.06967 -4.00945
18 C -1.76249 -3.63002 -3.97290
19 H 5.97726 2.14961 -4.89834
20 H 4.50672 2.68361 -5.71522
21 H 5.34100 1.32896 -6.41102
22 H 3.96603 -0.48195 -5.96446
23 H 2.61707 0.74487 -5.65767
24 H 2.26613 -0.05901 -3.50224
25 H 3.67141 -1.11447 -3.47980
26 H 1.88622 -2.45299 -3.77761
27 H 1.05726 -1.37793 -6.36451
28 H 0.28972 -0.71799 -4.90330
29 H 0.38057 -3.69643 -5.82902
30 H -0.90729 -2.60903 -5.97266
31 H -2.15567 -3.71873 -2.96016
32 H -1.68428 -4.64925 -4.35125
33 H -2.44677 -2.98194 -4.52049
34 C 5.70465 1.62222 -1.26215
35 O 4.92048 0.44157 -1.19474
36 C 4.88883 -0.17138 0.12223
37 C 3.98965 -1.42873 -0.03017
38 N 2.58157 -1.04505 -0.35657
39 C 1.73793 -2.19821 -0.77347
40 C 1.59973 -3.29549 0.34925
41 O 1.29284 -2.65225 1.63548
42 C 0.82361 -3.54842 2.61742
43 H 5.04885 2.43601 -0.95271
44 H 6.08122 1.87497 -2.25331
45 H 6.54938 1.56824 -0.57540
46 H 4.56303 0.49152 0.92380
47 H 5.89643 -0.45493 0.42629
48 H 3.95612 -1.86309 0.96899
49 H 4.37420 -2.05655 -0.83395
50 H 2.60829 -0.31570 -1.05473
51 H 2.13413 -2.78566 -1.60174
52 H 0.75237 -1.77831 -0.97459
53 H 2.51532 -3.88364 0.41143
54 H 0.74879 -3.92372 0.08597
55 H 0.02264 -4.10540 2.13129
56 H 0.53887 -2.96198 3.49099
57 H 1.57352 -4.24221 2.99743
58 C 1.16747 1.21391 7.72840
59 O 0.82252 1.04297 6.34521
60 C 0.43225 2.25130 5.76743
61 C -0.42408 1.93398 4.47928
62 N -1.82144 1.55405 4.71313
63 C -1.93702 0.27258 5.45916
64 C -3.45471 -0.14940 5.47610
65 O -3.74181 -1.00228 4.35943
66 C -5.01735 -1.66286 4.32721
67 H 0.32476 1.67642 8.24224
68 H 2.05839 1.82372 7.87835
69 H 1.45726 0.26073 8.17061
70 H 1.41395 2.65248 5.51563
71 H -0.16476 2.90797 6.40026
72 H 0.15533 1.18877 3.93425
73 H -0.39016 2.79252 3.80856
74 H -2.26072 1.42949 3.81224
75 H -1.53310 0.37121 6.46675
76 H -1.32278 -0.58102 5.17248
77 H -4.01708 0.78425 5.46447
78 H -3.72209 -0.72005 6.36546
79 H -5.91911 -1.07101 4.17022
80 H -4.97583 -2.12981 5.31125
81 H -4.98977 -2.44532 3.56886
82 C -2.86941 4.02799 1.37912
83 C -3.15294 2.58120 1.78279
84 O -1.92437 1.93319 1.84195
85 O -2.36372 4.18121 0.05554
86 H -2.19490 4.50833 2.08793
87 H -3.74310 4.63985 1.60362
88 H -3.67450 2.03463 0.99709
89 H -3.54465 2.40244 2.78416
90 H -1.33720 2.27109 1.16177
91 H -1.47938 3.80784 0.06781
92 C -3.06032 -1.61046 0.37615
93 C -2.59360 -2.49539 1.53444
94 O -1.89787 -1.77708 2.52484
95 O -2.06401 -0.83714 -0.29181
96 H -3.90054 -0.99035 0.68854
97 H -3.48418 -2.21248 -0.42761
98 H -1.89036 -3.15436 1.02522
99 H -3.38261 -3.12199 1.95031
100 H -2.42864 -1.63523 3.31209
101 H -2.38348 -0.11245 -0.83437
102 C -3.17373 0.68142 -4.68233
103 C -2.88007 -0.06925 -3.38342
104 O -3.71708 0.42214 -2.37589
105 O -2.71551 2.04688 -4.66130
106 H -4.25286 0.63933 -4.82997
107 H -2.75738 0.18859 -5.56089
108 H -1.82837 0.08357 -3.14115
109 H -2.75202 -1.14615 -3.49296
110 H -4.60249 0.10304 -2.56516
111 H -2.57107 2.35445 -5.55914

orbital gap = 7.92 eV
total charge = -1
E_HOMO = -5.690 eV
DFT total energy = -91727.9561 eV

6.
C11H23HgP2 | ωB97M-V/def2-TZVPD

Positions of all 37 atoms, in Å:
1 C 1.16774 -0.45877 -1.34202
2 C -0.06776 -0.26436 -2.41274
3 C -1.16703 -1.25439 -2.25837
4 C -0.44823 -2.33451 -1.44686
5 C 0.89751 -1.77182 -0.65637
6 Hg -0.74618 -0.27107 0.00291
7 P -0.23081 2.35313 0.34918
8 H 1.88360 0.36271 -1.09190
9 H -0.21476 0.50497 -3.24425
10 H -2.07196 -1.40980 -2.89809
11 H 1.37436 -2.37138 0.17501
12 H -0.89395 -3.42190 -1.46410
13 H -1.21441 3.18274 1.17192
14 H -0.04054 3.00341 -0.94603
15 H 1.08026 2.48234 1.01960
16 C -0.45835 -3.33580 2.43155
17 C -1.02698 -2.03167 3.03337
18 P -0.16083 -0.42665 2.49621
19 C -0.91539 1.07736 3.22912
20 C -1.32456 0.63234 4.63171
21 C 1.62388 -0.57531 2.86231
22 C 1.66175 -0.62329 4.37587
23 H -0.61330 -3.45553 1.34872
24 H -0.94363 -4.19873 2.91430
25 H 0.61271 -3.46715 2.60519
26 H -2.11300 -1.95626 2.71962
27 H -0.96179 -2.13633 4.18838
28 H -0.18554 1.91742 3.17437
29 H -1.77026 1.39564 2.59345
30 H -0.44845 0.27007 5.18847
31 H -1.75300 1.48839 5.16764
32 H -2.04972 -0.19969 4.54718
33 H 1.99520 -1.47421 2.33837
34 H 2.14455 0.29316 2.42052
35 H 0.98575 -1.42422 4.74081
36 H 2.67907 -0.87368 4.71267
37 H 1.35752 0.36404 4.75687

orbital gap (spin up / spin down) = 3.33 / 3.33 eV
total charge = -1
E_HOMO (spin up / spin down) = -0.212 / -0.212 eV
DFT total energy = -34523.2480 eV

7.
C22H44AsF22O8S6 | ωB97M-V/def2-TZVPD

Positions of all 103 atoms, in Å:
1 As 0.88647 0.92614 -0.35212
2 F 2.44576 0.96977 -1.30391
3 F 1.33048 -0.76532 0.14355
4 F -0.52311 0.91425 0.81390
5 F 0.46723 2.59849 -0.95740
6 F -0.13468 0.20890 -1.69765
7 F 1.85511 1.58920 0.94135
8 C 2.46375 -2.06462 -3.37413
9 C 3.91110 -2.28423 -2.80247
10 C 3.92185 -3.60140 -2.00700
11 F 3.01460 -3.66041 -0.92807
12 F 3.74289 -4.69019 -2.74678
13 F 4.75039 -2.44493 -3.83256
14 F 4.28852 -1.35882 -2.00409
15 O 2.02573 -3.15314 -4.25236
16 C 0.79793 -3.86338 -3.89063
17 C 0.55260 -5.02333 -4.89713
18 F 0.54665 -4.71053 -6.22772
19 F 1.36067 -6.08474 -4.60184
20 F 0.84587 -4.22585 -2.59099
21 F -0.24004 -3.01474 -4.04284
22 H 2.47919 -1.12568 -3.92753
23 H 1.88589 -1.93112 -2.45961
24 H 4.89160 -3.70861 -1.52102
25 H -0.46249 -5.33024 -4.64515
26 C -3.43777 1.52488 -1.33107
27 C -3.96521 2.26183 -0.09236
28 C -4.81641 3.46747 -0.55809
29 F -5.29229 4.34170 0.37463
30 F -4.28213 4.21809 -1.57871
31 F -4.67367 1.38615 0.62937
32 F -2.95817 2.69292 0.71313
33 O -4.46288 1.18924 -2.31119
34 C -4.12423 1.13222 -3.67900
35 C -3.05647 0.08053 -3.95191
36 F -3.41925 -1.10307 -3.47050
37 F -2.90506 -0.08702 -5.30573
38 F -5.16973 0.87556 -4.44141
39 F -3.65276 2.33358 -4.09662
40 H -3.00156 0.59729 -0.96041
41 H -2.62702 2.14413 -1.71486
42 H -5.76811 3.13642 -0.97375
43 H -2.15527 0.35547 -3.40387
44 C 4.19010 -2.35241 1.98586
45 S 4.02543 -0.57647 2.36034
46 O 4.72586 -0.44129 3.67726
47 C 5.16928 0.08872 1.05315
48 H 3.75714 -2.80006 2.88043
49 H 5.21180 -2.72846 1.93288
50 H 3.72225 -2.66342 1.05179
51 H 4.68811 -0.22022 0.12518
52 H 6.12398 -0.43261 1.12295
53 H 5.29400 1.17123 1.02649
54 C -5.58458 -0.31978 3.97143
55 S -3.77282 -0.45048 4.38185
56 O -3.53701 -1.72601 3.58955
57 C -3.23644 0.79194 3.08649
58 H -5.82836 -0.28099 2.90975
59 H -5.94610 0.61955 4.38981
60 H -6.14576 -1.07348 4.52381
61 H -3.28197 0.24982 2.14196
62 H -2.16761 0.94954 3.23097
63 H -3.82216 1.71118 3.09177
64 C 0.25715 -2.44042 5.17686
65 S 0.43315 -0.59470 5.42690
66 O 1.91062 -0.33394 5.71966
67 C 0.23934 -0.15748 3.59369
68 H -0.53924 -2.59508 4.44889
69 H 0.08799 -3.02114 6.08364
70 H 1.17347 -2.79210 4.70275
71 H -0.54726 -0.66627 3.03647
72 H 1.18278 -0.31946 3.07237
73 H 0.05544 0.91687 3.58665
74 C -2.22900 -2.35564 -0.15010
75 S -1.95345 -3.71825 1.09003
76 O -2.39804 -5.02151 0.41947
77 C -0.07954 -3.72140 1.12742
78 H -3.25387 -2.11157 -0.42970
79 H -1.70285 -2.51931 -1.09057
80 H -1.90564 -1.40045 0.26361
81 H 0.18763 -4.36614 1.96470
82 H 0.36601 -2.73867 1.28173
83 H 0.35333 -4.09024 0.19754
84 C 0.31308 3.93420 -4.14776
85 S -1.48613 4.20385 -4.31549
86 O -1.80217 5.58830 -3.82532
87 C -1.57052 4.19980 -6.15346
88 H 0.59463 2.88642 -4.25258
89 H 0.61206 4.26078 -3.15174
90 H 0.84294 4.60534 -4.82371
91 H -1.18009 5.11432 -6.59990
92 H -2.58916 4.02818 -6.50133
93 H -0.99487 3.37651 -6.57644
94 C 3.40917 3.81492 3.37572
95 S 2.79493 2.87181 4.92099
96 O 3.75880 1.67091 5.00618
97 C 3.51122 4.10835 6.10192
98 H 2.68463 3.60901 2.58786
99 H 4.42741 3.53828 3.10227
100 H 3.26646 4.89145 3.46968
101 H 3.39066 3.76862 7.13059
102 H 2.90885 5.01581 6.05982
103 H 4.54911 4.33057 5.85393

orbital gap = 8.03 eV
total charge = -1
E_HOMO = -5.993 eV
DFT total energy = -225541.0468 eV

8.
C37H36NZr | ωB97M-V/def2-TZVPD

Positions of all 75 atoms, in Å:
1 C 4.72678 0.34400 1.76688
2 N 3.32464 -0.03554 1.90440
3 C 2.32828 0.88537 1.86757
4 C 1.07750 0.27727 2.08927
5 C -0.16698 0.92462 1.95629
6 C -1.43027 0.22574 1.88472
7 C -1.71237 -0.85165 0.99615
8 C -2.95021 -1.47514 0.95869
9 C -3.96388 -1.11966 1.86438
10 C -5.22601 -1.93457 1.94425
11 C -3.74468 -0.01808 2.70912
12 C -2.52417 0.63473 2.70095
13 C 1.37629 -1.16240 2.28792
14 C 0.60820 -2.26145 2.61497
15 C 1.22510 -3.53269 2.66502
16 C 2.60021 -3.69038 2.43280
17 C 3.40937 -2.56013 2.19320
18 C 2.78420 -1.31045 2.13358
19 H 5.38599 -0.53243 1.77382
20 H 4.87603 0.89730 0.82759
21 H 5.01964 1.01352 2.59177
22 H 2.56088 1.93858 1.72169
23 H 0.29661 2.10054 1.28983
24 H -0.90982 -1.17952 0.34170
25 H -3.10753 -2.27922 0.24086
26 H -5.91816 -1.52209 2.68251
27 H -5.72531 -1.93705 0.97098
28 H -5.03902 -2.98344 2.21130
29 H -4.52279 0.29738 3.41484
30 H -2.36362 1.46569 3.39185
31 H -0.45070 -2.11000 2.83777
32 H 0.60618 -4.40438 2.87986
33 H 3.03782 -4.68911 2.44385
34 H 4.47734 -2.64585 2.02905
35 C -0.51038 2.75772 1.79560
36 Zr -0.93146 7.47704 3.39737
37 C -2.55435 6.42070 4.43305
38 C -1.52025 9.62345 2.49772
39 C -0.29010 9.24225 1.83603
40 C -0.58615 8.13251 0.95168
41 C 0.25485 7.34887 0.11404
42 C -0.33034 6.32822 -0.61349
43 C -1.72153 6.03158 -0.48665
44 C -2.55141 6.73855 0.37196
45 C -1.99257 7.82695 1.09175
46 C -2.54583 8.72925 2.08365
47 C 1.53379 6.82862 3.75391
48 C 1.02814 7.91365 4.58511
49 C 0.43908 7.31217 5.76456
50 C -0.34675 7.87312 6.79341
51 C -0.78283 7.03789 7.81271
52 C -0.53076 5.65738 7.76869
53 C 0.15249 5.06624 6.71010
54 C 0.60979 5.88115 5.66110
55 C 1.23354 5.61006 4.40769
56 H -0.02770 3.72745 1.50159
57 H -0.63032 2.93846 2.86599
58 H -1.46808 2.76146 1.25072
59 H -2.98681 7.01692 5.24920
60 H -3.36131 6.17182 3.72944
61 H -2.18028 5.49649 4.88869
62 H -1.65057 10.50773 3.12704
63 H 0.65091 9.79456 1.78295
64 H 1.31749 7.60743 0.03291
65 H 0.27059 5.74419 -1.31574
66 H -2.14083 5.23530 -1.10668
67 H -3.62591 6.53689 0.47976
68 H -3.60334 8.76936 2.32806
69 H 2.19153 6.95414 2.89968
70 H 1.25559 8.98025 4.49326
71 H -0.55952 8.94112 6.77090
72 H -1.31438 7.44618 8.67403
73 H -0.86946 5.03069 8.59503
74 H 0.39239 4.00426 6.70490
75 H 1.60203 4.62733 4.12036

orbital gap = 2.41 eV
total charge = +1
E_HOMO = -7.261 eV
DFT total energy = -41711.3744 eV